Entry 1:
Below is a cluster of 2 separate species, C4H8NS in total, with properties calculated with ωB97M-V with the def2-TZVPD basis set.

Geometry as XYZ:
```
14
Properties=species:S:1:pos:R:3:mulliken_charge:R:1
C 0.446 -1.091 0.381 -0.29
C 1.959 -1.187 0.039 -0.39
C 0.693 1.071 -0.124 -0.56
C -2.773 0.637 -0.203 -0.21
N -0.087 0.039 0.194 -0.11
S 2.459 0.483 -0.284 -0.09
H 0.057 -2.027 0.629 0.44
H 1.964 -1.940 -0.851 0.29
H 2.615 -1.650 0.933 0.32
H 0.550 1.726 -1.101 0.35
H 0.851 1.833 0.730 0.34
H -3.326 -0.331 -0.306 0.31
H -2.674 1.020 0.836 0.29
H -2.734 1.418 -0.872 0.32
```

Summary:
* gap between HOMO and LUMO (alpha / beta): 4.648 / 4.221 eV
* charge: +1
* lowest unoccupied orbital energy (alpha / beta): -7.63 / -8.05 eV
* E_tot: -16590.8735 eV


Entry 2:
Below is a cluster of 2 separate species, C2H10BrN4 in total, with properties calculated with ωB97M-V with the def2-TZVPD basis set.

Geometry as XYZ:
```
17
Properties=species:S:1:pos:R:3:mulliken_charge:R:1
C -0.827 -1.605 0.695 -0.96
C -0.694 0.698 0.037 0.40
N -0.393 1.646 -0.874 -0.45
N 1.392 0.955 1.122 -0.61
N -0.660 -0.523 -0.293 0.35
N -0.056 -1.054 -1.430 -0.64
Br 2.428 1.600 -0.289 0.03
H -1.735 -2.269 0.620 0.27
H 0.126 -2.123 0.628 0.41
H -1.071 -1.239 1.654 0.35
H -1.058 1.091 1.007 0.32
H 0.199 1.545 -1.718 0.24
H -0.550 2.556 -0.710 0.16
H 1.575 -0.064 1.194 0.30
H 1.627 1.430 2.060 0.32
H -0.312 -0.535 -2.280 0.21
H 0.008 -2.109 -1.423 0.29
```

Summary:
* gap between HOMO and LUMO: 9.607 eV
* charge: +1
* lowest unoccupied orbital energy: -3.32 eV
* E_tot: -78229.9815 eV


Entry 3:
Below is a structure of composition C31H34BBaN9S2Si, with properties calculated with ωB97M-V with the def2-TZVPD basis set.

Geometry as XYZ:
```
79
Properties=species:S:1:pos:R:3:mulliken_charge:R:1
Ba -0.139 -0.266 1.332 1.32
C -1.079 -1.076 7.005 -0.90
N -1.521 -2.062 5.994 0.23
C -2.650 -2.868 6.078 -0.48
C -2.874 -3.436 4.860 -0.56
N -1.875 -2.956 3.957 0.79
B -1.864 -3.379 2.458 -0.23
N -3.236 -2.872 1.796 0.26
C -4.135 -3.770 1.308 -0.51
C -5.120 -3.133 0.620 -0.54
N -4.844 -1.766 0.691 0.18
C -5.599 -0.758 -0.090 -0.82
C -3.674 -1.608 1.493 -0.15
S -3.245 -0.094 2.070 -0.35
C -1.034 -2.216 4.684 -0.20
S 0.381 -1.428 4.202 -0.36
H -0.464 -1.620 7.729 0.32
H -1.957 -0.676 7.631 0.33
H -0.611 -0.207 6.519 0.28
H -3.099 -3.136 7.065 0.37
H -3.670 -4.071 4.520 0.44
H -0.911 -2.884 1.872 -0.27
H -1.820 -4.552 2.409 -0.18
H -4.009 -4.839 1.581 0.39
H -6.015 -3.567 0.178 0.45
H -6.480 -0.397 0.510 0.27
H -5.966 -1.228 -1.025 0.37
H -4.979 0.087 -0.324 0.22
C 5.808 -3.688 2.445 -0.52
C 5.735 -2.542 3.225 -0.44
C 4.832 -1.480 2.840 -0.26
C 4.117 -1.586 1.669 0.88
C 4.256 -2.768 0.859 -0.55
C 4.969 -3.799 1.361 -0.34
Si 3.066 -0.125 1.037 -1.17
C 4.028 0.582 -0.443 0.61
C 3.971 0.110 -1.714 -0.22
C 4.514 0.877 -2.741 -0.38
C 5.264 2.043 -2.439 -0.62
C 5.373 2.450 -1.128 -0.60
C 4.830 1.705 -0.105 -0.46
H 6.419 -4.559 2.731 0.31
H 6.305 -2.365 4.120 0.38
H 4.681 -0.607 3.485 0.29
H 3.864 -2.767 -0.169 0.18
H 4.955 -4.808 0.916 0.31
H 3.267 0.824 2.169 -0.07
H 3.525 -0.854 -2.011 0.28
H 4.410 0.490 -3.764 0.34
H 5.713 2.613 -3.194 0.45
H 5.869 3.351 -0.876 0.42
H 4.858 2.030 0.893 0.50
C -1.906 1.764 -1.874 -0.62
C -0.765 2.481 -1.309 0.38
N -0.154 2.052 -0.170 -0.06
C 0.836 2.962 0.001 -0.83
C 0.734 4.018 -0.850 -0.49
N -0.337 3.706 -1.738 0.25
C -0.681 4.423 -2.976 -0.88
N -0.448 3.699 -4.211 0.55
N 0.756 3.090 -4.493 -0.46
N 0.601 2.309 -5.532 -0.51
C -0.708 2.385 -5.980 0.35
C -1.450 1.625 -6.869 -0.41
C -2.858 1.730 -6.916 -0.58
C -3.533 2.399 -5.935 -0.63
C -2.863 3.179 -4.980 -0.49
C -1.450 3.153 -5.030 0.71
H -2.261 0.984 -1.152 -0.01
H -1.658 1.308 -2.857 0.21
H -2.759 2.423 -2.055 0.24
H 1.468 2.812 0.825 0.63
H 1.275 4.968 -0.961 0.42
H -0.103 5.375 -2.965 0.37
H -1.777 4.753 -2.876 0.32
H -0.835 1.049 -7.617 0.32
H -3.279 1.040 -7.635 0.36
H -4.591 2.329 -5.935 0.41
H -3.394 3.634 -4.195 0.45
```

Summary:
* gap between HOMO and LUMO: 5.516 eV
* charge: 0
* lowest unoccupied orbital energy: -0.32 eV
* E_tot: -77027.8304 eV


Entry 4:
Below is the molecule C19H18O4, with properties calculated with ωB97M-V with the def2-TZVPD basis set.

Geometry as XYZ:
```
41
Properties=species:S:1:pos:R:3:mulliken_charge:R:1
O -1.968 -1.340 -3.721 -0.64
O 0.246 -0.794 2.320 -0.46
O -0.480 1.479 0.753 -0.27
O -2.147 -3.344 -2.537 -0.35
C -1.863 -1.989 -2.653 0.29
C 1.102 2.072 4.589 -0.50
C 0.725 3.118 3.724 -0.46
C 0.963 0.833 4.162 -0.68
C 0.128 2.907 2.476 -0.67
C 0.456 0.539 2.801 0.14
C -0.031 1.616 2.022 0.66
C -0.322 -0.942 1.067 1.12
C -0.628 0.173 0.246 0.59
C -1.348 -1.366 -1.504 0.12
C -0.626 -2.274 0.623 0.97
C -1.168 -2.458 -0.670 0.41
C -1.099 -0.026 -1.073 -0.39
C -0.549 -3.432 1.550 -2.06
C -1.755 -3.717 -1.189 -0.89
C 2.767 1.347 -2.690 -1.36
C -1.112 1.190 -1.947 -0.97
C 1.395 2.020 -2.407 -0.17
C 0.239 1.052 -2.689 -0.88
H 1.553 2.234 5.595 0.34
H 0.707 4.161 3.971 0.36
H 1.126 -0.015 4.820 0.39
H -0.249 3.665 1.804 0.43
H 0.402 -3.381 2.069 0.37
H -1.375 -3.374 2.263 0.34
H -0.750 -4.392 1.082 0.41
H -2.578 -4.148 -0.592 0.30
H -0.976 -4.444 -1.138 0.37
H 3.589 2.019 -2.768 0.43
H 3.037 0.540 -1.997 0.32
H 2.628 0.890 -3.690 0.30
H -1.942 1.206 -2.709 0.53
H -1.292 2.097 -1.340 0.29
H 1.397 2.141 -1.340 0.00
H 1.326 2.981 -2.823 0.51
H -0.193 1.104 -3.714 0.33
H 0.668 0.054 -2.746 0.43
```

Summary:
* gap between HOMO and LUMO: 8.455 eV
* SMILES: CCCCc1c2c(c(C)c3c1C(=O)OC3)Oc1ccccc1O2
* charge: 0
* lowest unoccupied orbital energy: 0.27 eV
* E_tot: -28183.0140 eV


The calculation returns the following energy above the lowest of the compared OMol25 structures with the same formula, charge and spin values, one per record and in order: 437.4; 53.5; 0.0; 227.0 kJ/mol.